*one*
This record from the OMol25 dataset describes a structure of composition C30H75N3O9. The level of theory is ωB97M-V/def2-TZVPD.

Each line ends with the Mulliken charge.
CARTESIAN COORDINATES (ANGSTROEM)
C -17.42 -18.59 -15.08  -1.031
C -16.70 -17.28 -14.76  -1.442
C -17.45 -16.07 -15.17  0.859
C -18.90 -15.88 -14.64  0.783
C -18.98 -15.94 -13.04  -1.492
C -18.67 -14.64 -12.33  -1.353
H -17.86 -18.58 -16.08  0.212
H -18.28 -18.62 -14.41  0.175
H -16.83 -19.50 -14.96  0.500
H -16.58 -17.25 -13.68  0.517
H -15.70 -17.31 -15.19  0.434
H -17.40 -16.08 -16.26  0.981
H -16.89 -15.16 -14.94  0.688
H -19.38 -14.95 -14.96  -0.672
H -19.53 -16.66 -15.06  -0.261
H -20.02 -16.20 -12.81  0.430
H -18.47 -16.85 -12.73  0.702
H -19.06 -14.73 -11.31  0.460
H -17.60 -14.45 -12.30  0.364
H -19.22 -13.86 -12.86  0.191
C -21.39 -18.01 -16.95  -1.131
C -22.54 -17.14 -16.38  2.461
C -23.93 -17.79 -16.34  -0.873
C -24.46 -18.10 -17.79  0.140
C -25.91 -18.44 -17.90  -0.873
C -26.23 -19.90 -17.54  -1.406
H -20.45 -17.46 -17.03  -0.039
H -21.64 -18.41 -17.94  0.668
H -21.23 -18.89 -16.33  0.229
H -22.34 -16.80 -15.36  -0.446
H -22.68 -16.18 -16.89  0.348
H -24.68 -17.10 -15.95  -0.178
H -23.95 -18.65 -15.67  0.729
H -24.07 -17.31 -18.44  0.173
H -23.98 -19.02 -18.13  0.586
H -26.56 -17.67 -17.51  0.394
H -26.19 -18.34 -18.95  0.414
H -25.80 -20.30 -16.62  0.300
H -27.29 -20.10 -17.40  0.413
H -25.96 -20.59 -18.34  0.345
C -17.84 -16.27 -23.36  -1.434
C -17.98 -16.53 -21.89  -0.401
C -19.06 -15.65 -21.24  -1.236
C -19.44 -16.13 -19.79  0.579
C -18.42 -15.68 -18.84  -1.229
C -18.89 -16.08 -17.47  -1.236
H -17.75 -15.21 -23.59  0.326
H -18.71 -16.57 -23.93  0.333
H -16.94 -16.78 -23.71  0.419
H -18.21 -17.59 -21.83  0.351
H -17.07 -16.46 -21.30  0.312
H -19.97 -15.76 -21.83  0.481
H -18.79 -14.60 -21.19  0.412
H -20.33 -15.57 -19.50  -1.941
H -19.77 -17.16 -19.73  0.735
H -17.48 -16.17 -19.11  0.936
H -18.36 -14.59 -18.87  0.020
H -18.31 -15.62 -16.67  -1.486
H -19.87 -15.75 -17.11  0.793
H -18.87 -17.16 -17.36  1.537
C -16.93 -14.16 -16.42  -1.639
C -18.43 -13.75 -16.43  1.455
O -18.59 -12.39 -16.73  -0.601
O -16.25 -13.67 -15.35  -0.658
H -16.43 -13.85 -17.34  0.566
H -16.84 -15.25 -16.39  1.033
H -18.85 -13.82 -15.43  0.303
H -18.95 -14.41 -17.12  -0.814
H -19.22 -12.10 -16.07  0.742
H -15.36 -13.92 -15.60  0.432
C -20.21 -14.76 -16.18  0.042
C -21.48 -15.47 -15.62  -2.459
O -22.44 -14.57 -15.23  -0.626
O -20.40 -13.94 -17.28  -0.917
H -19.48 -15.56 -16.32  -0.012
H -19.86 -14.15 -15.34  0.522
H -21.38 -16.06 -14.71  0.720
H -22.00 -16.10 -16.34  0.295
H -22.99 -14.26 -15.96  0.583
H -21.18 -13.41 -17.06  0.362
C -21.39 -12.22 -16.87  0.962
C -21.59 -11.81 -18.34  -0.428
O -20.57 -10.94 -18.77  -0.498
O -21.77 -11.12 -16.04  -0.707
H -20.35 -12.53 -16.76  -1.131
H -21.98 -13.07 -16.53  -0.163
H -22.55 -11.37 -18.59  0.467
H -21.45 -12.71 -18.94  0.043
H -21.05 -10.30 -19.31  0.489
H -20.98 -10.58 -15.99  0.558
O -22.59 -13.91 -17.15  -0.028
C -23.74 -14.26 -17.41  0.224
N -24.31 -13.71 -18.46  0.157
C -24.64 -15.02 -16.45  -0.346
H -23.87 -12.98 -19.00  0.337
H -25.31 -13.76 -18.58  0.350
H -24.21 -15.62 -15.64  -2.076
H -25.06 -15.78 -17.11  0.664
H -25.44 -14.38 -16.08  0.413
O -22.42 -14.93 -20.70  -0.759
C -21.88 -14.82 -19.63  -0.231
N -20.97 -13.86 -19.37  0.546
C -22.18 -15.83 -18.53  -0.997
H -20.44 -13.88 -18.51  -0.393
H -20.60 -13.39 -20.19  0.407
H -21.69 -16.77 -18.78  0.905
H -23.26 -15.95 -18.62  0.516
H -21.81 -15.61 -17.53  -0.712
O -24.48 -14.08 -12.17  -0.733
C -23.60 -14.43 -12.96  0.372
N -23.84 -15.10 -14.10  0.427
C -22.09 -14.08 -12.79  -0.402
H -24.77 -15.27 -14.44  0.218
H -23.10 -15.34 -14.75  0.168
H -21.57 -13.77 -13.70  -0.186
H -21.56 -14.83 -12.21  0.244
H -22.10 -13.19 -12.17  0.422

The HOMO energy comes out at -7.775 eV.

=====

*two*
This record from the OMol25 dataset describes a cluster of 9 separate species, C30H75N3O9 in total. The level of theory is ωB97M-V/def2-TZVPD.

Each line ends with the Mulliken charge.
CARTESIAN COORDINATES (ANGSTROEM)
C -1.80 7.88 1.41  -1.598
C -0.83 6.70 1.64  1.638
C -1.24 5.95 2.91  -1.152
C -2.34 4.90 2.66  -1.146
C -1.97 3.96 1.51  -0.936
C -1.69 4.71 0.22  2.023
N -0.75 5.79 0.51  0.155
O -0.34 6.46 -0.67  -0.452
C -1.06 3.79 -0.80  -2.205
C -3.02 5.17 -0.40  -1.936
C 0.57 7.27 1.88  -1.924
H -1.39 8.60 0.69  0.383
H -2.08 8.38 2.33  0.398
H -2.72 7.55 0.91  0.344
H -0.41 5.47 3.43  0.389
H -1.72 6.65 3.60  0.426
H -3.22 5.45 2.33  0.377
H -2.52 4.28 3.54  0.416
H -2.81 3.28 1.36  0.464
H -1.12 3.32 1.74  0.259
H -1.69 2.90 -0.82  0.426
H -0.99 4.18 -1.81  0.472
H -0.04 3.45 -0.58  0.379
H -2.89 5.76 -1.31  0.412
H -3.72 4.35 -0.58  0.378
H -3.59 5.83 0.26  0.410
H 0.84 7.98 1.09  0.337
H 1.32 6.47 1.83  0.452
H 0.68 7.70 2.87  0.395
H -1.09 7.03 -0.92  0.362
C -1.72 -4.78 -3.32  -1.957
C -0.34 -4.92 -2.66  1.077
C 0.45 -5.96 -3.46  -1.171
C 1.96 -5.85 -3.25  -0.680
C 2.45 -4.43 -3.48  -1.220
C 1.74 -3.41 -2.58  2.028
N 0.31 -3.61 -2.76  0.867
O -0.48 -2.59 -2.18  0.140
C 2.23 -3.57 -1.13  -0.820
C 2.14 -2.03 -3.09  -2.501
C -0.59 -5.44 -1.22  -1.319
H -1.60 -4.44 -4.35  0.409
H -2.34 -4.03 -2.83  0.294
H -2.27 -5.72 -3.27  0.466
H 0.18 -6.97 -3.16  0.340
H 0.17 -5.86 -4.51  0.434
H 2.47 -6.57 -3.89  0.442
H 2.19 -6.15 -2.22  0.297
H 2.24 -4.18 -4.53  0.386
H 3.52 -4.34 -3.29  0.387
H 1.81 -4.44 -0.64  0.269
H 3.32 -3.53 -1.09  0.519
H 1.87 -2.71 -0.56  -0.673
H 1.72 -1.25 -2.44  0.059
H 3.23 -1.92 -3.03  0.602
H 1.88 -1.86 -4.13  0.540
H 0.30 -5.81 -0.71  0.340
H -1.38 -6.19 -1.21  0.554
H -1.00 -4.63 -0.61  0.011
H -0.49 -2.79 -1.22  0.070
C 1.71 -1.83 2.40  -1.252
C 0.34 -2.34 2.81  1.748
C 0.23 -2.11 4.33  -1.667
C -1.18 -2.11 4.86  -0.713
C -2.08 -1.16 4.07  -1.408
C -2.09 -1.45 2.57  1.909
N -0.71 -1.58 2.12  0.498
O -0.63 -1.82 0.72  1.496
C -2.92 -2.72 2.35  -1.906
C -2.74 -0.24 1.90  -2.158
C 0.28 -3.84 2.51  -1.992
H 2.52 -2.41 2.84  0.567
H 1.88 -0.79 2.66  0.573
H 1.89 -1.94 1.32  -0.404
H 0.79 -2.93 4.80  0.392
H 0.82 -1.24 4.64  0.470
H -1.15 -1.73 5.89  0.462
H -1.62 -3.11 4.92  0.382
H -1.75 -0.14 4.31  0.324
H -3.08 -1.23 4.50  0.385
H -2.71 -3.53 3.06  0.345
H -3.99 -2.54 2.50  0.506
H -2.75 -3.13 1.35  0.145
H -2.70 -0.30 0.81  0.371
H -3.81 -0.25 2.11  0.569
H -2.29 0.69 2.22  0.334
H -0.57 -4.36 2.96  0.323
H 1.20 -4.30 2.86  0.537
H 0.16 -4.00 1.44  0.239
H -0.83 -0.96 0.33  -0.425
O 0.32 1.14 1.79  -0.901
H 0.04 1.03 0.87  0.059
H 0.25 0.24 2.15  0.148
O -0.50 0.42 -1.07  0.327
H 0.15 1.03 -1.44  -0.178
H -1.09 0.20 -1.81  -0.008
O -0.72 -1.49 -4.88  -0.809
H -0.16 -1.92 -4.23  0.265
H -1.22 -0.85 -4.37  0.352
O -2.10 0.78 -3.69  -0.543
H -1.90 1.62 -4.11  0.245
H -3.03 0.62 -3.88  0.250
O 1.42 2.02 -2.48  -0.605
H 1.39 1.78 -3.42  0.262
H 1.63 2.96 -2.47  0.243
C 3.43 0.54 0.18  -0.670
C 4.37 1.09 -0.87  0.829
C 5.79 0.66 -0.66  -1.643
O 3.97 0.59 -2.17  -0.571
H 3.78 0.71 1.20  0.524
H 3.28 -0.54 0.04  -0.025
H 2.43 0.97 0.10  0.075
H 4.29 2.18 -0.92  0.201
H 6.21 1.08 0.26  0.388
H 6.47 0.98 -1.45  0.411
H 5.90 -0.43 -0.61  0.313
H 3.02 0.78 -2.20  0.270

The HOMO energy comes out at -8.265 eV. As for the SMILES: CC1(C)CCCC(C)(C)N1O.CC1(C)CCCC(C)(C)N1O.CC1(C)CCCC(C)(C)N1O.CC(C)O.O.O.O.O.O.

=====

Which is the most stable structure? *two* is the most stable.

=====

*one*
This record from the OMol25 dataset describes a structure of composition C4H4O3. The level of theory is ωB97M-V/def2-TZVPD.

Each line ends with the natural charge from an NBO analysis.
CARTESIAN COORDINATES (ANGSTROEM)
C -0.04 1.12 -0.92  0.768
C -1.01 0.90 0.83  0.792
C 0.41 0.18 0.14  -0.406
C 0.35 -1.37 -0.13  -0.615
O 0.24 1.33 -2.07  -0.499
O -1.70 0.85 1.83  -0.517
O -0.97 1.82 -0.16  -0.477
H 1.33 0.35 0.71  0.266
H 0.35 -1.82 1.01  0.228
H 1.40 -1.49 -0.48  0.223
H -0.37 -1.87 -0.76  0.238

The HOMO energy comes out at -10.551 eV.

=====

*two*
This record from the OMol25 dataset describes an isolated molecule of C4H4O3. The level of theory is ωB97M-V/def2-TZVPD.

Each line ends with the natural charge from an NBO analysis.
CARTESIAN COORDINATES (ANGSTROEM)
O -0.84 1.19 0.71  -0.449
C -0.32 0.99 -0.59  0.308
C -0.78 -0.11 0.20  0.402
C -0.57 -1.41 0.77  -0.105
O -1.81 -1.00 0.10  -0.460
C 1.92 0.38 -0.46  0.102
O 1.05 1.32 -0.75  -0.473
H -0.89 1.43 -1.41  0.191
H 0.02 -2.15 0.23  0.206
H -0.66 -1.54 1.85  0.200
H 2.88 0.91 -0.66  0.079

The HOMO energy comes out at -9.235 eV.

=====

Which is the most stable structure? *one* is the most stable.

=====

*one*
This record from the OMol25 dataset describes a cluster of 2 separate species, C8H17N3 in total. The level of theory is ωB97M-V/def2-TZVPD.

Each line ends with the natural charge from an NBO analysis.
CARTESIAN COORDINATES (ANGSTROEM)
C 1.23 -1.04 -0.45  -0.297
C 0.28 -0.15 -0.53  0.016
C 0.93 -2.42 -0.88  -0.436
C -1.20 -0.29 -0.59  -0.530
C -0.56 -2.69 -0.81  -0.402
C -1.44 -1.55 -1.47  -0.380
C 1.62 1.24 1.89  -0.432
C -0.62 2.25 1.73  -0.450
N -0.02 2.57 -0.87  -0.635
N 0.90 1.99 -0.05  -0.038
N 0.70 2.16 1.26  -0.248
H 2.31 -0.91 -0.32  0.214
H 1.30 -2.50 -1.98  0.208
H 1.35 -3.30 -0.20  0.212
H -1.72 -0.45 0.38  0.217
H -1.88 0.43 -1.14  0.209
H -0.75 -3.61 -1.36  0.207
H -0.95 -2.89 0.27  0.196
H -2.54 -1.93 -1.53  0.202
H -1.13 -1.24 -2.42  0.195
H 1.20 0.17 1.79  0.202
H 2.56 1.52 1.35  0.235
H 1.89 1.37 2.96  0.203
H -0.72 2.90 2.71  0.223
H -1.18 2.83 0.98  0.216
H -0.97 1.19 1.79  0.186
H -0.88 2.11 -0.66  0.336
H 0.28 2.26 -1.83  0.373

The HOMO energy (spin up / spin down) comes out at -6.648 / -6.832 eV.

=====

*two*
This record from the OMol25 dataset describes a cluster of 2 separate species, C8H17N3 in total. The level of theory is ωB97M-V/def2-TZVPD.

Each line ends with the natural charge from an NBO analysis.
CARTESIAN COORDINATES (ANGSTROEM)
C -2.69 0.56 0.04  0.000
C -2.32 -0.21 -0.82  -0.028
C -2.89 1.51 1.08  -0.687
C -1.77 -1.15 -1.75  -0.680
C 0.38 2.46 -0.85  -0.610
C 1.68 -2.39 -0.15  -0.456
C 0.79 -1.03 2.10  -0.433
C 1.61 1.76 -0.17  -0.259
N 1.64 -1.00 -0.13  -0.386
N 1.13 0.94 0.87  -0.308
N 1.18 -0.32 0.86  0.181
H -1.92 1.75 1.57  0.240
H -3.52 1.19 1.85  0.228
H -3.31 2.37 0.67  0.231
H -1.24 -0.65 -2.64  0.231
H -2.53 -1.78 -2.20  0.231
H -1.03 -1.80 -1.36  0.230
H -0.14 1.84 -1.54  0.211
H -0.41 2.62 -0.10  0.209
H 0.54 3.40 -1.40  0.208
H 0.82 -2.87 -0.72  0.182
H 2.52 -2.55 -0.79  0.216
H 1.87 -3.04 0.74  0.173
H -0.35 -1.16 2.10  0.228
H 1.23 -2.03 2.14  0.216
H 1.09 -0.41 2.83  0.224
H 2.12 1.26 -0.90  0.203
H 2.28 2.40 0.40  0.205

The HOMO energy comes out at -7.831 eV.

=====

Which is the most stable structure? *two* is the most stable.

=====

*one*
This record from the OMol25 dataset describes an isolated molecule of C3H7NS2. The level of theory is ωB97M-V/def2-TZVPD.

Each line ends with the natural charge from an NBO analysis.
CARTESIAN COORDINATES (ANGSTROEM)
C 1.17 0.50 1.25  -0.397
C 0.95 0.92 -0.31  -0.537
C -1.51 -1.37 -0.79  -0.747
N 0.29 -0.39 1.76  -0.176
S -0.72 1.53 -0.58  0.115
S -1.90 0.08 0.23  0.175
H 2.19 0.14 1.29  0.233
H 0.96 1.51 1.54  0.210
H 1.46 1.81 -0.52  0.224
H 1.27 0.09 -0.95  0.210
H -2.27 -1.45 -1.57  0.228
H -1.33 -2.25 -0.18  0.241
H -0.57 -1.13 -1.16  0.219

The HOMO energy (spin up / spin down) comes out at -8.326 / -7.892 eV.

=====

*two*
This record from the OMol25 dataset describes a structure of composition C3H7NS2. The level of theory is ωB97M-V/def2-TZVPD.

Each line ends with the natural charge from an NBO analysis.
CARTESIAN COORDINATES (ANGSTROEM)
C 0.91 -2.03 0.27  -0.737
C 0.51 1.70 -0.09  -0.419
C -1.67 0.42 -0.14  -0.122
H 1.64 -2.75 -0.24  0.245
H 1.12 -1.49 1.37  0.222
H -0.07 -2.44 0.39  0.234
H 1.23 1.42 0.77  0.220
H 0.97 2.02 -1.00  0.209
H -0.11 2.68 0.25  0.204
H -2.34 1.37 0.12  0.242
N -0.33 0.42 -0.33  -0.606
S 0.86 -0.57 -0.93  0.425
S -2.74 -0.75 -0.45  -0.118

The HOMO energy comes out at -8.287 eV.

=====

Which is the most stable structure? *two* is the most stable.